No. 1
Molecular formula: C6H12AuClI2NOP
Method: DFT, ωB97M-V/def2-TZVPD

As for the total charge: +2. As for the largest force on an atom: 6.82 eV Å⁻¹. For the calculated total energy, the calculation gives -1897.72037 a.u. The multiplicity is 3.

CARTESIAN COORDINATES (ANGSTROEM)
I 1.65 1.15 -3.00
I 2.41 2.55 1.27
Au 0.69 1.03 -0.44
P 1.05 -1.55 -0.02
C 1.66 -1.87 1.63
C -0.14 -2.90 -0.30
H 2.10 -1.75 -2.18
H 2.82 -2.87 -0.99
H 3.22 -1.14 -0.93
C 2.45 -1.87 -1.15
H -0.66 -2.77 -1.26
H 0.38 -3.87 -0.31
H 2.19 -2.84 1.65
H 0.82 -1.88 2.34
H -0.90 -2.91 0.51
H 2.34 -1.06 1.93
C 0.35 1.36 1.45
O -0.18 1.37 2.51
Cl -0.74 -0.26 -1.94
C -3.96 3.99 -0.14
C -2.86 3.06 -0.12
N -1.98 2.29 -0.10
H -4.09 4.42 -1.14
H -3.75 4.80 0.56
H -4.89 3.49 0.16

Löwdin population analysis, charges in e, atoms 1 to 8: number 1, I, carries 0.605; number 2, I, carries 0.888; number 3, Au, carries 0.331; number 4, P, carries 0.774; number 5, C, carries -0.228; number 6, C, carries -0.242; number 7, H, carries 0.008; number 8, H, carries 0.074



No. 2
Molecular formula: C10H10O
Method: DFT, ωB97M-V/def2-TZVPD

As for the largest force on an atom: 6.24 eV Å⁻¹. For the calculated total energy, the calculation gives -462.11174 a.u. The multiplicity is 1.

CARTESIAN COORDINATES (ANGSTROEM)
C -1.50 1.89 0.48
C -1.88 0.35 0.28
C -3.36 -0.11 -0.11
C -0.86 -0.61 0.31
C 0.58 -0.40 -0.05
C 1.64 -1.41 0.10
C 2.96 -1.17 0.22
C 3.35 0.27 -0.04
C 2.36 1.19 -0.42
C 0.97 0.75 -0.59
H -2.45 2.05 1.02
H -0.61 2.10 0.98
H -1.56 2.79 -0.29
H -4.24 0.76 -0.31
H -1.06 -1.69 0.50
H 1.17 -2.21 0.65
H 3.83 -1.75 0.33
H 4.35 0.55 0.41
H 2.59 2.36 -0.46
H 0.18 1.43 -0.59
O -3.48 -1.36 -0.42

Löwdin population analysis, charges in e, atoms 1 to 8: number 1, C, carries -0.094; number 2, C, carries -0.181; number 3, C, carries -0.138; number 4, C, carries 0.024; number 5, C, carries -0.219; number 6, C, carries -0.058; number 7, C, carries -0.060; number 8, C, carries -0.077



No. 3
Molecular formula: C5H8N2
Method: DFT, ωB97M-V/def2-TZVPD

As for the largest force on an atom: 4.88 eV Å⁻¹. For the calculated total energy, the calculation gives -304.68268 a.u. The multiplicity is 1.

CARTESIAN COORDINATES (ANGSTROEM)
C 2.35 -0.13 -0.22
C 1.08 -0.66 -0.43
C -0.30 -0.07 0.18
C 0.11 1.44 0.37
C -1.62 -0.38 -0.61
N 3.41 0.29 -0.05
N -0.10 -0.85 1.34
H 0.85 -1.63 -0.93
H 1.11 1.60 0.71
H -0.59 1.82 1.11
H -0.15 1.88 -0.49
H -2.12 0.52 -1.02
H -2.14 -0.88 0.20
H -1.44 -1.12 -1.47
H -0.45 -1.82 1.29

Löwdin population analysis, charges in e, atoms 1 to 8: number 1, C, carries -0.264; number 2, C, carries 0.013; number 3, C, carries -0.638; number 4, C, carries -0.026; number 5, C, carries -0.019; number 6, N, carries 0.172; number 7, N, carries 0.164; number 8, H, carries 0.113



No. 4
Molecular formula: C24H18BF3O2
Method: DFT, ωB97M-V/def2-TZVPD

As for the largest force on an atom: 2.99 eV Å⁻¹. For the calculated total energy, the calculation gives -1400.41863 a.u. The multiplicity is 1.

CARTESIAN COORDINATES (ANGSTROEM)
C 0.49 -1.16 1.11
C 1.78 -1.26 1.85
C 1.56 -1.03 3.19
C 0.22 -0.65 3.33
B -0.66 -0.21 4.60
F 0.37 0.07 5.50
F -1.42 0.91 4.25
F -1.42 -1.33 4.92
O -0.35 -0.57 2.13
H 0.09 -2.16 0.88
H 2.72 -1.54 1.39
H 2.30 -1.08 3.99
C -5.77 0.59 -2.16
O -4.98 -0.58 -1.85
C -3.70 -0.42 -1.43
C -2.94 -1.60 -1.31
C -1.63 -1.54 -0.87
C -1.02 -0.31 -0.59
C 0.42 -0.30 -0.11
C 1.05 1.05 0.25
C 2.37 1.09 -0.25
C 3.21 2.18 -0.03
C 2.70 3.25 0.71
C 1.39 3.22 1.20
C 0.56 2.11 0.99
C 2.61 -0.10 -1.07
C 1.42 -0.86 -1.13
C 1.29 -1.86 -2.08
C 2.41 -2.20 -2.86
C 3.62 -1.51 -2.73
C 3.71 -0.42 -1.86
C -1.75 0.86 -0.76
C -3.09 0.82 -1.14
H -6.70 0.17 -2.52
H -5.95 1.20 -1.26
H -5.30 1.20 -2.94
H -3.41 -2.55 -1.54
H -1.07 -2.47 -0.76
H 4.21 2.16 -0.46
H 3.33 4.12 0.90
H 0.99 4.07 1.76
H -0.45 2.09 1.41
H 0.33 -2.37 -2.22
H 2.32 -3.02 -3.58
H 4.48 -1.81 -3.32
H 4.61 0.18 -1.76
H -1.29 1.83 -0.58
H -3.67 1.75 -1.21

Löwdin population analysis, charges in e, atoms 1 to 8: number 1, C, carries -0.203; number 2, C, carries 0.115; number 3, C, carries 0.075; number 4, C, carries 0.029; number 5, B, carries -1.039; number 6, F, carries 0.105; number 7, F, carries 0.132; number 8, F, carries 0.134



No. 5
Molecular formula: C28H29BCl2GeO6RuS
Method: DFT, ωB97M-V/def2-TZVPD

As for the total charge: +1. As for the largest force on an atom: 1.61 eV Å⁻¹. For the calculated total energy, the calculation gives -5050.84315 a.u. The multiplicity is 2.

CARTESIAN COORDINATES (ANGSTROEM)
Ru -1.52 -0.62 0.71
O 1.56 1.85 -0.31
S 0.42 1.06 0.05
O 0.90 -0.15 1.03
O -0.26 0.29 -1.01
O -0.61 1.69 0.91
Cl -3.27 0.98 -0.49
C -4.69 -0.07 -0.43
Cl -4.26 -1.55 0.45
H -4.96 -0.32 -1.43
H -5.46 0.44 0.10
C 1.62 1.81 3.32
Ge 0.72 0.21 2.86
C -1.18 0.14 3.21
C -1.89 1.31 3.53
C -3.23 1.23 3.84
C -3.89 -0.01 3.83
C -3.21 -1.15 3.50
C -1.85 -1.09 3.18
C 1.49 -1.46 3.46
C 2.12 -2.31 2.53
C 2.67 -3.53 2.93
C 2.62 -3.91 4.27
C 2.00 -3.08 5.23
C 1.93 -3.47 6.59
C 1.31 -2.66 7.53
C 0.74 -1.45 7.15
C 0.79 -1.05 5.82
C 1.43 -1.85 4.83
H 1.49 2.01 4.39
H 1.22 2.62 2.72
H 2.69 1.68 3.11
H -1.39 2.27 3.52
H -3.77 2.13 4.11
H -4.94 -0.06 4.09
H -3.71 -2.11 3.50
H -1.29 -2.00 3.08
H 2.17 -2.03 1.49
H 3.15 -4.17 2.20
H 3.06 -4.85 4.58
H 2.38 -4.41 6.89
H 1.27 -2.97 8.57
H 0.25 -0.82 7.89
H 0.33 -0.11 5.53
C -0.17 -8.17 -2.74
C 0.83 -7.95 -1.59
C 0.94 -9.26 -0.82
C 2.20 -7.60 -2.17
C 0.36 -6.79 -0.70
C 0.22 -6.91 0.68
C -0.20 -5.84 1.49
C -0.45 -4.66 0.85
O -0.90 -3.43 1.38
B -0.96 -2.59 0.27
O -0.64 -3.23 -0.89
C -0.31 -4.53 -0.50
C 0.08 -5.56 -1.31
H 0.16 -9.01 -3.36
H -0.25 -7.29 -3.39
H -1.17 -8.40 -2.35
H 1.23 -10.06 -1.51
H -0.02 -9.55 -0.36
H 1.70 -9.21 -0.03
H 2.56 -8.41 -2.83
H 2.94 -7.46 -1.38
H 2.16 -6.68 -2.76
H 0.43 -7.85 1.16
H -0.31 -5.94 2.56
H 0.19 -5.41 -2.38

Löwdin population analysis, charges in e, atoms 1 to 8: number 1, Ru, carries 1.130; number 2, O, carries -0.202; number 3, S, carries 0.387; number 4, O, carries -0.412; number 5, O, carries -0.355; number 6, O, carries -0.405; number 7, Cl, carries 0.672; number 8, C, carries -0.884



No. 6
Molecular formula: C24H37N4O3PPtSe
Method: DFT, ωB97M-V/def2-TZVPD

As for the largest force on an atom: 0.58 eV Å⁻¹. For the calculated total energy, the calculation gives -4243.66516 a.u. The multiplicity is 1.

CARTESIAN COORDINATES (ANGSTROEM)
Pt 0.24 0.03 -3.08
Se 0.19 0.42 -5.39
O -0.58 0.05 -1.13
P -0.01 0.13 0.29
C -1.39 -0.03 1.49
C -1.82 -1.49 1.73
C -2.79 -1.95 0.65
C -4.12 -1.20 0.77
C -3.93 0.18 1.42
C -2.61 0.81 1.00
C 0.82 1.72 0.60
C 1.12 2.04 2.08
C 0.16 3.09 2.63
C 0.33 4.42 1.89
C 0.62 4.20 0.39
C 0.05 2.87 -0.09
C 1.15 -1.24 0.59
C 2.33 -1.23 -0.40
C 3.41 -2.20 0.07
C 4.04 -1.71 1.38
C 3.06 -0.87 2.21
C 1.64 -1.40 2.05
H -1.03 0.40 2.43
H -2.31 -1.55 2.70
H -0.96 -2.15 1.80
H -2.95 -3.03 0.71
H -2.33 -1.76 -0.32
H -4.83 -1.78 1.37
H -4.58 -1.08 -0.21
H -3.96 0.09 2.51
H -4.76 0.84 1.15
H -2.53 1.82 1.39
H -2.59 0.89 -0.09
H 1.77 1.61 0.08
H 2.14 2.42 2.13
H 1.10 1.14 2.70
H 0.34 3.24 3.70
H -0.87 2.74 2.55
H 1.14 4.99 2.34
H -0.58 5.02 2.01
H 1.70 4.21 0.22
H 0.21 5.02 -0.20
H 0.16 2.77 -1.17
H -1.01 2.83 0.13
H 0.54 -2.11 0.31
H 2.77 -0.23 -0.49
H 1.97 -1.52 -1.39
H 4.17 -2.32 -0.70
H 2.95 -3.19 0.22
H 4.92 -1.10 1.16
H 4.39 -2.57 1.96
H 3.11 0.18 1.89
H 3.35 -0.88 3.26
H 0.96 -0.93 2.76
H 1.64 -2.47 2.30
N 4.06 2.67 0.55
C 3.88 2.54 -0.58
N 3.70 2.41 -1.89
C 2.59 1.89 -2.28
N 1.58 1.45 -2.66
O -0.80 -2.88 -1.66
C -1.31 -2.61 -2.71
C -2.43 -3.37 -3.42
C -2.47 -2.76 -4.82
C -1.51 -1.61 -4.70
O -1.23 -0.85 -5.67
N -0.95 -1.51 -3.51
H -3.35 -3.24 -2.86
H -2.19 -4.44 -3.42
H -3.45 -2.40 -5.14
H -2.10 -3.44 -5.59

Löwdin population analysis, charges in e, atoms 1 to 8: number 1, Pt, carries 0.814; number 2, Se, carries 0.687; number 3, O, carries -0.484; number 4, P, carries 0.873; number 5, C, carries -0.314; number 6, C, carries -0.177; number 7, C, carries -0.189; number 8, C, carries -0.187



No. 7
Molecular formula: C4H11NS
Method: DFT, ωB97M-V/def2-TZVPD

As for the total charge: -1. As for the largest force on an atom: 2.71 eV Å⁻¹. For the calculated total energy, the calculation gives -611.84731 a.u. The multiplicity is 2.

CARTESIAN COORDINATES (ANGSTROEM)
C 0.26 0.81 2.89
C 0.20 0.88 1.37
S 0.26 -0.81 0.62
H 1.23 0.51 3.28
H -0.50 0.17 3.32
H 0.07 1.88 3.17
H 0.89 1.64 0.99
H -0.88 1.07 1.24
C -1.09 -0.41 -2.72
C 0.75 -0.06 -1.10
N -0.54 0.42 -1.64
H -0.55 -0.35 -3.65
H -2.11 -0.10 -2.90
H -1.07 -1.41 -2.32
H 1.16 -0.94 -1.56
H 1.43 0.78 -0.89
H -0.59 1.40 -1.90

Löwdin population analysis, charges in e, atoms 1 to 8: number 1, C, carries -0.222; number 2, C, carries -0.621; number 3, S, carries 0.365; number 4, H, carries 0.053; number 5, H, carries 0.052; number 6, H, carries 0.074; number 7, H, carries 0.064; number 8, H, carries 0.048



No. 8
Molecular formula: C57H126AsF6N7O7
Method: DFT, ωB97M-V/def2-TZVPD

As for the total charge: +6. As for the largest force on an atom: 17.10 eV Å⁻¹. For the calculated total energy, the calculation gives -5987.72806 a.u. The multiplicity is 1.

CARTESIAN COORDINATES (ANGSTROEM)
As 0.79 -0.31 -0.03
F 1.40 -1.73 -1.05
F 1.35 -1.08 1.47
F 0.30 1.09 0.96
F 0.27 0.42 -1.58
F -0.81 -1.13 0.10
F 2.39 0.45 -0.23
C 0.74 -0.09 2.80
C 0.34 -0.25 4.34
C 0.51 1.02 5.24
C -0.42 2.14 4.71
C -1.84 1.67 4.88
C -2.29 0.28 4.33
N -1.13 -0.69 4.44
O -1.24 -1.97 3.91
C -2.66 0.36 2.85
C -3.48 -0.14 5.21
C 1.32 -1.36 5.05
H 0.28 0.79 2.33
H 0.44 -0.90 2.13
H 1.79 0.11 2.61
H 1.48 1.47 5.46
H 0.14 0.68 6.21
H -0.23 2.47 3.69
H -0.21 2.97 5.39
H -2.42 2.45 4.38
H -1.96 1.64 5.96
H -2.05 1.01 2.23
H -3.65 0.81 2.77
H -2.73 -0.58 2.31
H -3.94 -0.96 4.65
H -4.10 0.73 5.39
H -3.24 -0.58 6.18
H 1.63 -2.22 4.45
H 0.70 -1.73 5.86
H 2.21 -0.91 5.50
C -4.73 2.94 -2.21
C -4.09 3.15 -0.85
C -4.15 1.80 -0.12
C -3.09 0.75 -0.48
C -1.63 1.25 -0.44
C -1.48 2.58 -1.27
N -2.60 3.55 -0.98
O -2.37 4.85 -0.63
C -1.50 2.19 -2.78
C -0.14 3.25 -0.82
C -4.83 4.16 -0.01
H -4.50 3.72 -2.94
H -5.82 2.84 -2.18
H -4.18 2.10 -2.65
H -5.12 1.32 -0.26
H -4.01 2.02 0.94
H -3.40 0.20 -1.37
H -3.07 -0.03 0.28
H -0.97 0.46 -0.77
H -1.44 1.45 0.62
H -1.57 2.91 -3.60
H -2.23 1.40 -2.97
H -0.59 1.61 -2.96
H 0.03 4.16 -1.39
H 0.66 2.53 -1.02
H -0.16 3.52 0.23
H -5.87 3.97 0.26
H -4.86 5.11 -0.55
H -4.31 4.31 0.94
C 5.88 2.12 2.29
C 4.34 2.08 2.40
C 4.06 2.10 3.95
C 2.61 2.50 4.28
C 2.25 3.77 3.70
C 2.39 3.94 2.16
N 3.77 3.39 1.71
O 4.27 3.60 0.32
C 2.32 5.44 1.75
C 1.20 3.12 1.54
C 3.71 0.74 1.79
H 6.46 2.92 2.75
H 6.23 2.12 1.26
H 6.38 1.19 2.56
H 4.67 2.92 4.32
H 4.41 1.18 4.43
H 2.42 2.58 5.35
H 1.99 1.71 3.85
H 2.94 4.44 4.21
H 1.23 4.07 3.94
H 2.08 5.45 0.68
H 3.14 6.10 2.03
H 1.36 5.74 2.19
H 1.55 2.10 1.44
H 0.98 3.49 0.54
H 0.23 3.05 2.04
H 4.41 -0.02 2.13
H 3.67 0.72 0.70
H 2.68 0.49 2.05
C 0.29 -1.50 -5.13
C -0.68 -1.93 -4.07
C -0.56 -0.87 -2.94
C -1.89 -0.74 -2.05
C -3.16 -0.55 -2.82
C -3.33 -1.61 -3.91
N -2.04 -1.84 -4.68
O -2.14 -2.24 -6.05
C -4.40 -1.08 -4.92
C -3.86 -2.89 -3.28
C -0.32 -3.31 -3.52
H 0.33 -2.36 -5.81
H 1.33 -1.51 -4.81
H 0.05 -0.54 -5.58
H -0.26 0.11 -3.30
H 0.31 -0.98 -2.29
H -1.87 0.19 -1.48
H -2.02 -1.57 -1.36
H -2.97 0.43 -3.27
H -4.03 -0.55 -2.16
H -4.35 -0.03 -5.20
H -5.34 -1.24 -4.39
H -4.53 -1.75 -5.77
H -4.74 -2.78 -2.65
H -3.26 -3.16 -2.41
H -4.11 -3.64 -4.03
H 0.72 -3.31 -3.19
H -0.28 -3.97 -4.38
H -0.89 -3.77 -2.71
C 1.84 1.90 -7.02
C 1.39 1.24 -5.67
N 1.31 2.23 -4.48
C 2.65 3.08 -4.35
C 0.06 3.11 -4.75
C 0.05 4.39 -3.94
C 1.02 1.51 -3.15
C 2.23 0.57 -2.74
O 2.04 -0.65 -3.51
C 2.69 -1.77 -2.94
H 2.30 1.14 -7.65
H 2.54 2.73 -7.05
H 0.89 2.18 -7.49
H 2.19 0.51 -5.52
H 0.52 0.60 -5.60
H 2.60 3.67 -3.43
H 2.71 3.80 -5.17
H 3.53 2.45 -4.24
H -0.84 2.58 -4.46
H 0.11 3.40 -5.80
H 0.97 4.95 -4.10
H 0.14 4.20 -2.87
H -0.77 5.07 -4.19
H 0.12 0.94 -3.40
H 0.79 2.24 -2.37
H 2.10 0.49 -1.66
H 3.18 1.05 -2.93
H 2.38 -2.73 -3.34
H 2.72 -1.89 -1.86
H 3.73 -1.65 -3.24
C -3.54 -1.62 0.13
C -2.70 -2.91 0.05
N -2.79 -3.92 1.23
C -2.37 -3.17 2.57
C -4.27 -4.46 1.46
C -4.47 -5.34 2.77
C -1.78 -5.07 0.96
C -0.28 -4.63 1.00
O 0.11 -4.31 -0.37
C 1.34 -3.72 -0.52
H -3.24 -1.03 -0.73
H -3.22 -0.94 0.92
H -4.62 -1.53 0.05
H -1.63 -2.70 0.13
H -2.94 -3.49 -0.84
H -3.16 -2.43 2.73
H -1.50 -2.53 2.44
H -2.38 -3.83 3.44
H -4.51 -5.02 0.55
H -4.93 -3.60 1.52
H -3.82 -6.21 2.65
H -5.50 -5.69 2.65
H -4.36 -4.86 3.74
H -2.17 -5.50 0.04
H -1.93 -5.76 1.79
H 0.25 -5.52 1.33
H 0.07 -3.89 1.72
H 2.07 -4.51 -0.33
H 1.49 -2.86 0.13
H 1.41 -3.34 -1.54
C 3.38 -3.99 2.00
N 3.82 -2.53 2.34
C 2.64 -1.84 3.07
C 5.15 -2.45 3.18
C 3.80 -1.64 1.00
C 4.66 -2.19 -0.18
O 6.01 -2.48 0.14
H 3.16 -4.46 2.96
H 4.09 -4.62 1.48
H 2.49 -3.95 1.37
H 2.73 -2.12 4.12
H 1.68 -2.07 2.61
H 2.82 -0.77 2.99
H 5.98 -2.73 2.53
H 5.14 -3.28 3.89
H 5.28 -1.53 3.75
H 4.05 -0.63 1.32
H 2.77 -1.55 0.67
H 4.70 -1.45 -0.98
H 4.13 -3.02 -0.64
H 6.38 -1.67 0.50

Löwdin population analysis, charges in e, atoms 1 to 8: number 1, As, carries 1.264; number 2, F, carries -0.361; number 3, F, carries -0.364; number 4, F, carries -0.315; number 5, F, carries -0.396; number 6, F, carries -0.176; number 7, F, carries -0.214; number 8, C, carries -0.088



No. 9
Molecular formula: C3H7N2O2S2
Method: DFT, ωB97M-V/def2-TZVPD

As for the total charge: -1. As for the largest force on an atom: 3.72 eV Å⁻¹. For the calculated total energy, the calculation gives -1174.88986 a.u. The multiplicity is 1.

CARTESIAN COORDINATES (ANGSTROEM)
C -0.94 -0.46 2.22
C 0.08 -0.37 -1.41
C 0.34 -0.69 0.09
N -1.07 1.17 0.42
N -0.75 -0.18 0.78
O -1.64 0.25 2.91
O -0.35 -1.51 2.57
S 2.06 0.57 0.47
S 1.01 -2.27 0.33
H 0.93 -0.28 -2.07
H -0.58 -1.06 -1.81
H -0.49 0.67 -1.31
H -1.44 1.48 1.33
H -0.22 1.64 0.30
H 2.76 -0.56 0.24
H 0.39 -2.16 1.53

Löwdin population analysis, charges in e, atoms 1 to 8: number 1, C, carries -0.702; number 2, C, carries -0.175; number 3, C, carries -0.979; number 4, N, carries 0.032; number 5, N, carries -0.146; number 6, O, carries 0.033; number 7, O, carries -0.080; number 8, S, carries 0.437